Here is a cluster of 8 separate species, C31H58FO7 in total in a non-equilibrium geometry from the Open Molecules 2025 dataset. Energies are from the ωB97M-V functional and the def2-TZVPD basis.

Geometry (Å):
C 4.81 -0.36 -2.39
C 5.61 -1.23 -2.12
C 6.58 -2.30 -1.97
F 6.92 -2.73 -3.31
H 4.21 0.33 -2.93
H 7.48 -1.86 -1.52
C 2.76 2.24 0.78
C 1.42 2.83 0.38
C 1.05 1.99 -0.83
O 1.64 0.70 -0.63
C 2.56 0.77 0.47
H 3.03 2.42 1.82
H 3.55 2.65 0.15
H 0.69 2.67 1.19
H 1.45 3.90 0.17
H 1.47 2.41 -1.75
H -0.03 1.88 -0.96
H 2.10 0.24 1.32
H 3.49 0.26 0.21
C -1.78 0.10 4.17
C -2.04 -1.03 3.18
C -0.66 -1.24 2.58
O 0.29 -0.90 3.60
C -0.39 -0.25 4.68
H -2.52 0.16 4.97
H -1.76 1.06 3.64
H -2.35 -1.93 3.72
H -2.80 -0.79 2.44
H -0.49 -0.57 1.73
H -0.50 -2.27 2.25
H -0.43 -0.94 5.53
H 0.18 0.63 4.98
C -0.49 5.18 4.27
C -1.84 5.76 3.88
C -2.20 4.92 2.67
O -1.61 3.63 2.87
C -0.69 3.70 3.97
H -0.22 5.36 5.31
H 0.30 5.59 3.64
H -2.56 5.60 4.68
H -1.81 6.83 3.66
H -1.78 5.34 1.75
H -3.28 4.81 2.54
H -1.14 3.18 4.82
H 0.24 3.20 3.70
C -7.01 2.72 1.45
C -5.64 2.23 1.02
C -5.05 3.48 0.39
O -5.62 4.60 1.07
C -6.72 4.15 1.88
H -7.47 2.12 2.24
H -7.69 2.72 0.59
H -5.05 1.94 1.90
H -5.66 1.38 0.34
H -5.32 3.56 -0.67
H -3.96 3.52 0.48
H -6.40 4.19 2.93
H -7.57 4.82 1.74
C 2.71 -4.03 -4.00
C 2.18 -3.07 -2.95
C 0.69 -3.38 -2.96
O 0.56 -4.77 -3.29
C 1.83 -5.25 -3.76
H 3.77 -4.24 -3.89
H 2.53 -3.63 -5.00
H 2.61 -3.30 -1.98
H 2.39 -2.02 -3.17
H 0.16 -2.80 -3.72
H 0.21 -3.20 -1.99
H 2.26 -5.90 -2.99
H 1.69 -5.85 -4.67
C -1.84 1.72 -4.48
C -0.45 1.25 -4.90
C 0.12 2.50 -5.53
O -0.47 3.62 -4.85
C -1.56 3.15 -4.05
H -2.29 1.12 -3.69
H -2.51 1.71 -5.34
H 0.13 0.97 -4.02
H -0.47 0.40 -5.58
H -0.14 2.58 -6.59
H 1.21 2.56 -5.44
H -1.25 3.20 -3.00
H -2.42 3.81 -4.19
C 2.31 -7.08 1.37
C 3.77 -7.44 1.14
C 3.87 -7.37 -0.38
O 2.93 -6.38 -0.80
C 2.07 -6.04 0.29
H 2.10 -6.71 2.37
H 1.68 -7.96 1.20
H 4.42 -6.68 1.59
H 4.05 -8.41 1.54
H 3.60 -8.32 -0.84
H 4.87 -7.09 -0.72
H 2.35 -5.04 0.63
H 1.04 -6.02 -0.06

Computed properties:
HOMO energy = -1.8 eV
molecular weight = 561.8 g/mol
orbital gap = 3.68 eV
multiplicity = 1
total charge = -1

---

Here is a structure of composition C31H59CsN3OSSi3 from the Open Molecules 2025 dataset. Energies are from the ωB97M-V functional and the def2-TZVPD basis.

Geometry (Å):
Cs 0.09 -0.43 -0.50
C 0.44 1.90 3.97
C 1.26 1.72 2.72
C 1.01 2.50 1.59
C 1.79 2.38 0.45
C 1.50 3.19 -0.79
C 2.85 1.48 0.44
C 3.13 0.69 1.56
C 4.30 -0.25 1.57
C 2.31 0.81 2.69
H -0.58 2.19 3.74
H 0.88 2.68 4.60
H 0.41 0.98 4.56
H 0.18 3.19 1.61
H 0.46 3.52 -0.81
H 1.71 2.60 -1.67
H 2.13 4.09 -0.82
H 3.45 1.37 -0.46
H 5.20 0.27 1.93
H 4.51 -0.63 0.57
H 4.13 -1.10 2.23
H 2.50 0.18 3.55
C -2.72 2.44 0.09
O -2.35 1.09 0.09
Si -3.39 -0.17 -0.36
C -3.46 -0.05 -2.25
C -5.11 0.37 0.22
C -2.78 -1.73 0.30
Si -2.83 -1.85 2.11
C -4.47 -2.47 2.83
C -1.52 -2.99 2.87
C -2.49 -0.19 2.95
Si -3.18 -3.20 -0.66
C -2.80 -4.84 0.21
C -5.01 -3.41 -1.12
C -2.26 -3.27 -2.32
H -3.66 2.61 0.62
H -2.83 2.84 -0.93
H -1.94 3.02 0.60
H -3.81 0.95 -2.53
H -4.16 -0.76 -2.68
H -2.49 -0.19 -2.72
H -5.47 1.28 -0.27
H -5.14 0.52 1.30
H -5.82 -0.43 -0.01
H -4.71 -3.46 2.43
H -5.29 -1.79 2.54
H -4.45 -2.53 3.92
H -1.72 -4.04 2.66
H -1.50 -2.86 3.95
H -0.52 -2.76 2.49
H -3.22 0.59 2.69
H -1.51 0.18 2.65
H -2.49 -0.31 4.04
H -3.50 -4.98 1.04
H -1.80 -4.93 0.62
H -2.96 -5.67 -0.49
H -5.60 -3.44 -0.21
H -5.19 -4.34 -1.68
H -5.38 -2.58 -1.73
H -1.18 -3.14 -2.23
H -2.60 -2.45 -2.97
H -2.45 -4.20 -2.86
C 3.35 -4.03 -3.47
N 3.08 -2.67 -3.88
C 3.97 -1.76 -3.18
C 1.68 -2.33 -3.64
C 1.27 -0.98 -4.19
C 0.93 -0.94 -5.54
C 0.54 0.25 -6.15
C 0.50 1.39 -5.37
C 0.84 1.33 -4.02
C 1.25 0.16 -3.35
H 4.38 -4.29 -3.70
H 2.69 -4.71 -4.02
H 3.19 -4.19 -2.39
H 5.01 -1.99 -3.44
H 3.86 -1.83 -2.08
H 3.75 -0.73 -3.46
H 1.47 -2.37 -2.55
H 1.08 -3.12 -4.11
H 0.97 -1.85 -6.13
H 0.28 0.27 -7.20
H 0.18 2.34 -5.81
H 0.77 2.27 -3.47
C 0.32 -5.64 -1.39
N 0.60 -4.68 -0.34
C 1.79 -4.51 0.26
S 2.18 -3.07 1.05
N 2.69 -5.53 0.22
C 2.35 -6.94 0.32
H -0.46 -5.22 -2.03
H -0.04 -6.60 -1.01
H 1.21 -5.80 -2.00
H -0.05 -3.93 -0.21
H 3.55 -5.25 0.66
H 2.26 -7.43 -0.65
H 1.41 -7.07 0.87
H 3.13 -7.44 0.88

Computed properties:
ΔE to the lowest compared entry with this formula, charge and spin = 0.341 eV
HOMO energy = -3.6 eV
molecular weight = 739.1 g/mol
orbital gap = 5.57 eV
multiplicity = 1
total charge = -1

---

total charge of number 1 (C31H58FO7)? -1

---

orbital gap of number 2 (C31H59CsN3OSSi3)? 5.57 eV

---

Please write out number 2 again, unchanged.
Here is a structure of composition C31H59CsN3OSSi3 from the Open Molecules 2025 dataset. Energies are from the ωB97M-V functional and the def2-TZVPD basis.

Geometry (Å):
Cs 0.09 -0.43 -0.50
C 0.44 1.90 3.97
C 1.26 1.72 2.72
C 1.01 2.50 1.59
C 1.79 2.38 0.45
C 1.50 3.19 -0.79
C 2.85 1.48 0.44
C 3.13 0.69 1.56
C 4.30 -0.25 1.57
C 2.31 0.81 2.69
H -0.58 2.19 3.74
H 0.88 2.68 4.60
H 0.41 0.98 4.56
H 0.18 3.19 1.61
H 0.46 3.52 -0.81
H 1.71 2.60 -1.67
H 2.13 4.09 -0.82
H 3.45 1.37 -0.46
H 5.20 0.27 1.93
H 4.51 -0.63 0.57
H 4.13 -1.10 2.23
H 2.50 0.18 3.55
C -2.72 2.44 0.09
O -2.35 1.09 0.09
Si -3.39 -0.17 -0.36
C -3.46 -0.05 -2.25
C -5.11 0.37 0.22
C -2.78 -1.73 0.30
Si -2.83 -1.85 2.11
C -4.47 -2.47 2.83
C -1.52 -2.99 2.87
C -2.49 -0.19 2.95
Si -3.18 -3.20 -0.66
C -2.80 -4.84 0.21
C -5.01 -3.41 -1.12
C -2.26 -3.27 -2.32
H -3.66 2.61 0.62
H -2.83 2.84 -0.93
H -1.94 3.02 0.60
H -3.81 0.95 -2.53
H -4.16 -0.76 -2.68
H -2.49 -0.19 -2.72
H -5.47 1.28 -0.27
H -5.14 0.52 1.30
H -5.82 -0.43 -0.01
H -4.71 -3.46 2.43
H -5.29 -1.79 2.54
H -4.45 -2.53 3.92
H -1.72 -4.04 2.66
H -1.50 -2.86 3.95
H -0.52 -2.76 2.49
H -3.22 0.59 2.69
H -1.51 0.18 2.65
H -2.49 -0.31 4.04
H -3.50 -4.98 1.04
H -1.80 -4.93 0.62
H -2.96 -5.67 -0.49
H -5.60 -3.44 -0.21
H -5.19 -4.34 -1.68
H -5.38 -2.58 -1.73
H -1.18 -3.14 -2.23
H -2.60 -2.45 -2.97
H -2.45 -4.20 -2.86
C 3.35 -4.03 -3.47
N 3.08 -2.67 -3.88
C 3.97 -1.76 -3.18
C 1.68 -2.33 -3.64
C 1.27 -0.98 -4.19
C 0.93 -0.94 -5.54
C 0.54 0.25 -6.15
C 0.50 1.39 -5.37
C 0.84 1.33 -4.02
C 1.25 0.16 -3.35
H 4.38 -4.29 -3.70
H 2.69 -4.71 -4.02
H 3.19 -4.19 -2.39
H 5.01 -1.99 -3.44
H 3.86 -1.83 -2.08
H 3.75 -0.73 -3.46
H 1.47 -2.37 -2.55
H 1.08 -3.12 -4.11
H 0.97 -1.85 -6.13
H 0.28 0.27 -7.20
H 0.18 2.34 -5.81
H 0.77 2.27 -3.47
C 0.32 -5.64 -1.39
N 0.60 -4.68 -0.34
C 1.79 -4.51 0.26
S 2.18 -3.07 1.05
N 2.69 -5.53 0.22
C 2.35 -6.94 0.32
H -0.46 -5.22 -2.03
H -0.04 -6.60 -1.01
H 1.21 -5.80 -2.00
H -0.05 -3.93 -0.21
H 3.55 -5.25 0.66
H 2.26 -7.43 -0.65
H 1.41 -7.07 0.87
H 3.13 -7.44 0.88

Computed properties:
ΔE to the lowest compared entry with this formula, charge and spin = 0.341 eV
HOMO energy = -3.6 eV
molecular weight = 739.1 g/mol
orbital gap = 5.57 eV
multiplicity = 1
total charge = -1

---

What did the second record say?
Here is a structure of composition C31H59CsN3OSSi3 from the Open Molecules 2025 dataset. Energies are from the ωB97M-V functional and the def2-TZVPD basis.

Geometry (Å):
Cs 0.09 -0.43 -0.50
C 0.44 1.90 3.97
C 1.26 1.72 2.72
C 1.01 2.50 1.59
C 1.79 2.38 0.45
C 1.50 3.19 -0.79
C 2.85 1.48 0.44
C 3.13 0.69 1.56
C 4.30 -0.25 1.57
C 2.31 0.81 2.69
H -0.58 2.19 3.74
H 0.88 2.68 4.60
H 0.41 0.98 4.56
H 0.18 3.19 1.61
H 0.46 3.52 -0.81
H 1.71 2.60 -1.67
H 2.13 4.09 -0.82
H 3.45 1.37 -0.46
H 5.20 0.27 1.93
H 4.51 -0.63 0.57
H 4.13 -1.10 2.23
H 2.50 0.18 3.55
C -2.72 2.44 0.09
O -2.35 1.09 0.09
Si -3.39 -0.17 -0.36
C -3.46 -0.05 -2.25
C -5.11 0.37 0.22
C -2.78 -1.73 0.30
Si -2.83 -1.85 2.11
C -4.47 -2.47 2.83
C -1.52 -2.99 2.87
C -2.49 -0.19 2.95
Si -3.18 -3.20 -0.66
C -2.80 -4.84 0.21
C -5.01 -3.41 -1.12
C -2.26 -3.27 -2.32
H -3.66 2.61 0.62
H -2.83 2.84 -0.93
H -1.94 3.02 0.60
H -3.81 0.95 -2.53
H -4.16 -0.76 -2.68
H -2.49 -0.19 -2.72
H -5.47 1.28 -0.27
H -5.14 0.52 1.30
H -5.82 -0.43 -0.01
H -4.71 -3.46 2.43
H -5.29 -1.79 2.54
H -4.45 -2.53 3.92
H -1.72 -4.04 2.66
H -1.50 -2.86 3.95
H -0.52 -2.76 2.49
H -3.22 0.59 2.69
H -1.51 0.18 2.65
H -2.49 -0.31 4.04
H -3.50 -4.98 1.04
H -1.80 -4.93 0.62
H -2.96 -5.67 -0.49
H -5.60 -3.44 -0.21
H -5.19 -4.34 -1.68
H -5.38 -2.58 -1.73
H -1.18 -3.14 -2.23
H -2.60 -2.45 -2.97
H -2.45 -4.20 -2.86
C 3.35 -4.03 -3.47
N 3.08 -2.67 -3.88
C 3.97 -1.76 -3.18
C 1.68 -2.33 -3.64
C 1.27 -0.98 -4.19
C 0.93 -0.94 -5.54
C 0.54 0.25 -6.15
C 0.50 1.39 -5.37
C 0.84 1.33 -4.02
C 1.25 0.16 -3.35
H 4.38 -4.29 -3.70
H 2.69 -4.71 -4.02
H 3.19 -4.19 -2.39
H 5.01 -1.99 -3.44
H 3.86 -1.83 -2.08
H 3.75 -0.73 -3.46
H 1.47 -2.37 -2.55
H 1.08 -3.12 -4.11
H 0.97 -1.85 -6.13
H 0.28 0.27 -7.20
H 0.18 2.34 -5.81
H 0.77 2.27 -3.47
C 0.32 -5.64 -1.39
N 0.60 -4.68 -0.34
C 1.79 -4.51 0.26
S 2.18 -3.07 1.05
N 2.69 -5.53 0.22
C 2.35 -6.94 0.32
H -0.46 -5.22 -2.03
H -0.04 -6.60 -1.01
H 1.21 -5.80 -2.00
H -0.05 -3.93 -0.21
H 3.55 -5.25 0.66
H 2.26 -7.43 -0.65
H 1.41 -7.07 0.87
H 3.13 -7.44 0.88

Computed properties:
ΔE to the lowest compared entry with this formula, charge and spin = 0.341 eV
HOMO energy = -3.6 eV
molecular weight = 739.1 g/mol
orbital gap = 5.57 eV
multiplicity = 1
total charge = -1